Model a:
Density functional theory data (ωB97M-V with the def2-TZVPD basis set) for C4H4O2 in the gas phase.

The value obtained for the gap between HOMO and LUMO is 10.2 eV.

Last column: Mulliken charge in e.
Positions of all 10 atoms, in Å:
C 0.20805 -0.69220 0.14124  0.512
C 0.26057 -0.11516 -1.22296  -1.033
C -0.41364 0.17870 1.20724  0.231
C -1.65223 0.92696 0.99199  -0.295
O 0.85029 -1.70795 0.42283  -0.561
O -0.57709 1.57582 0.94539  -0.117
H 1.11758 0.57006 -1.09444  0.294
H 0.85421 -0.76924 -1.87422  0.359
H 0.10449 -0.08453 2.24544  0.288
H -0.75222 0.11754 -1.76250  0.323

***

Model b:
Density functional theory data (ωB97M-V with the def2-TZVPD basis set) for C4H4O2 in the gas phase.

The value obtained for the gap between HOMO and LUMO is 10.9 eV. The SMILES is O=C1CC=CO1.

Last column: Mulliken charge in e.
Positions of all 10 atoms, in Å:
C -2.06252 0.03014 0.00511  0.513
C -0.70261 -0.72023 0.00898  -0.399
C 0.40884 0.31666 0.03090  -0.280
C 0.01035 1.58093 0.01058  -0.261
O -1.58116 1.37301 -0.00598  -0.395
O -3.21287 -0.48869 0.00365  -0.566
H -0.61898 -1.33070 -0.89317  0.281
H -0.63206 -1.40361 0.85704  0.311
H 1.43294 -0.01530 0.05738  0.365
H 0.31699 2.59257 -0.02577  0.431

***

Tell me which of them is the least stable. Sure, it is model a.

***

Model a:
Density functional theory data (ωB97M-V with the def2-TZVPD basis set) for 2 unconnected molecules or ions with the total composition C3H9NO4.

The value obtained for the gap between HOMO and LUMO is 10.2 eV. The SMILES is N[C@@H](CO)C(=O)O.O.

Last column: Mulliken charge in e.
Positions of all 17 atoms, in Å:
O -0.88994 2.48363 -0.22674  -0.529
C -1.19861 1.61332 0.52929  0.296
O -1.94240 1.83777 1.64802  -0.449
C -1.00006 0.12567 0.26962  0.738
C -1.09169 -0.78329 1.46448  -0.804
O -1.18346 -2.13294 0.99139  -0.508
N 0.30575 -0.02159 -0.37272  -0.694
H -1.80545 2.71317 2.02668  0.338
H -1.81094 -0.12078 -0.42996  0.109
H -1.93503 -0.53509 2.11069  0.394
H -0.30218 -0.78458 2.21898  0.333
H -2.08945 -2.41604 1.02595  0.307
H 0.63829 -0.96313 -0.25896  0.238
H 0.29297 0.18147 -1.36347  0.231
H 5.43404 -0.41779 -3.45199  0.321
H 3.98440 -0.02097 -3.04441  0.319
O 4.59377 -0.75885 -3.13686  -0.640

***

Model b:
Density functional theory data (ωB97M-V with the def2-TZVPD basis set) for 3 unconnected molecules or ions with the total composition C3H9NO4.

The value obtained for the gap between HOMO and LUMO is 10.6 eV. The SMILES is O=CCNC=O.O.O.

Last column: Mulliken charge in e.
Positions of all 17 atoms, in Å:
C -0.83692 -1.51820 1.05533  0.058
N -1.65366 -0.51357 0.55458  -0.316
C -0.98388 0.35360 -0.47677  0.110
C -0.92545 -0.30042 -1.78819  0.124
O -0.31847 0.29913 -2.65470  -0.493
O 0.31729 -1.62274 0.56212  -0.542
H -1.26224 -2.32264 1.74543  0.362
H -2.12710 0.03766 1.26596  0.284
H -0.03953 0.80804 -0.12583  -0.242
H -1.67510 1.32771 -0.68610  0.321
H -1.48412 -1.26411 -1.92530  0.310
H 0.90026 3.33325 1.33468  0.270
H 1.80400 2.07512 1.14325  0.309
O 0.91982 2.41891 1.09380  -0.606
H 2.46576 -0.84803 1.42746  0.336
H 1.86558 0.17914 0.31929  0.378
O 2.53206 0.03707 0.85839  -0.661

***

Tell me which of them is the least stable. Sure, it is model b.

***

Model a:
Density functional theory data (ωB97M-V with the def2-TZVPD basis set) for 2 unconnected molecules or ions with the total composition C3H9NO4.

The value obtained for the gap between HOMO and LUMO is 8.8 eV.

Last column: Mulliken charge in e.
Positions of all 17 atoms, in Å:
C -2.17154 0.34413 0.16933  -0.606
C -0.69464 -0.12021 0.04573  0.887
O -0.43237 -0.54742 -1.29111  -0.556
O -2.40324 1.42470 -0.70878  -0.531
O 0.12561 0.85117 0.46437  -0.648
H -0.83691 0.10563 -1.87834  0.374
H -1.82590 2.14736 -0.42723  0.333
H -2.35945 0.60303 1.21492  0.330
H -2.82738 -0.46923 -0.14054  0.289
C 2.50157 -0.33848 -0.10157  -0.587
N 1.63821 -0.27853 1.03626  -0.202
O -0.51228 -1.24779 0.88572  -0.536
H -0.14669 -1.98659 0.37546  0.315
H 1.67656 0.65110 1.45952  0.308
H 2.47950 0.54136 -0.74889  0.236
H 3.50382 -0.45928 0.34922  0.345
H 2.28515 -1.22097 -0.70408  0.249

***

Model b:
Density functional theory data (ωB97M-V with the def2-TZVPD basis set) for 3 unconnected molecules or ions with the total composition C3H9NO4.

The value obtained for the gap between HOMO and LUMO is 10.5 eV. The SMILES is CC(=O)NC=O.O.O.

Last column: Mulliken charge in e.
Positions of all 17 atoms, in Å:
O -0.40223 1.01518 -1.40652  -0.612
C -0.00888 0.45571 -0.38408  0.655
N 0.04479 -0.91203 -0.45827  -0.086
C 0.67590 -1.73788 0.47595  0.079
O 0.48215 -2.91620 0.50370  -0.496
C 0.22416 1.34493 0.79870  -0.787
H -0.55508 -1.37750 -1.11662  0.266
H 1.46676 -1.29315 1.09261  0.279
H -0.26705 1.01430 1.71973  0.335
H 1.29394 1.32246 1.00527  0.102
H -0.14325 2.34613 0.62079  0.268
H 3.21873 1.12525 0.59392  0.315
H 4.38297 0.24547 0.93906  0.304
O 3.44263 0.39523 1.17493  -0.622
H -4.07528 -0.51674 -2.39327  0.313
H -4.95419 0.13059 -1.31585  0.314
O -4.82606 -0.64175 -1.85005  -0.627

***

Tell me which of them is the least stable. Sure, it is model a.

***

Model a:
Density functional theory data (ωB97M-V with the def2-TZVPD basis set) for 2 unconnected molecules or ions with the total composition C3H10N2O2.

The value obtained for the gap between HOMO and LUMO is 11.0 eV. The net charge is +2.

Last column: Mulliken charge in e.
Positions of all 17 atoms, in Å:
C -0.53440 0.32888 -0.27101  -0.702
C 0.53314 0.18832 -1.03516  0.701
C -1.03361 -0.94416 0.38234  0.384
N 1.29364 2.11561 -1.47601  -0.664
N -1.13107 -0.59195 1.97695  -0.463
O 1.40043 -0.56513 -1.56320  -0.325
O -0.11868 -1.94625 0.26238  -0.571
H -0.75793 1.35998 0.18045  0.285
H -2.11157 -1.22270 0.02672  0.413
H 1.57769 1.76004 -2.39694  0.338
H 2.12279 2.25690 -0.96565  0.300
H 0.80569 3.03059 -1.44629  0.320
H -1.61486 -1.47195 2.26096  0.398
H -0.13046 -0.64932 2.33401  0.378
H -1.75519 0.29647 2.29725  0.406
H 2.00032 -1.02826 -1.05555  0.377
H -0.54595 -2.91709 0.48875  0.425

***

Model b:
Density functional theory data (ωB97M-V with the def2-TZVPD basis set) for a gas-phase ion, C3H10N2O2 (charge +2).

The value obtained for the gap between HOMO and LUMO is 11.3 eV. The net charge is +2. The SMILES is [NH3+]/C(O)=C/[C@H]([NH3+])O.

Last column: Mulliken charge in e.
Positions of all 17 atoms, in Å:
C 0.38799 0.35086 -0.32658  -0.876
C 1.47010 -0.35700 -0.02388  0.573
C -0.98084 -0.26646 -0.51938  0.320
N 2.90539 0.43075 0.09143  -0.323
N -1.97512 0.42968 0.44790  -0.334
O 1.71220 -1.60006 0.23248  -0.460
O -0.96840 -1.60307 -0.23416  -0.580
H 0.45370 1.40316 -0.54592  0.286
H -1.33951 -0.03281 -1.53228  0.396
H 3.51705 0.05654 -0.64845  0.391
H 3.32096 0.17641 0.99954  0.394
H 2.81239 1.44794 -0.00598  0.370
H -1.77442 1.43773 0.54796  0.365
H -2.95163 0.32976 0.12613  0.385
H -1.91122 -0.01151 1.38237  0.362
H 0.95127 -2.19953 0.12504  0.370
H -1.67124 -2.11046 -0.66753  0.361

***

Model c:
Density functional theory data (ωB97M-V with the def2-TZVPD basis set) for a gas-phase ion, C3H10N2O2 (charge +2).

The value obtained for the gap between HOMO and LUMO is 10.6 eV. The net charge is +2. The SMILES is C/[N+](O)=C(\O)C[NH3+].

Last column: Mulliken charge in e.
Positions of all 17 atoms, in Å:
C -0.09287 0.03379 -0.15344  0.556
C -1.43350 -1.76271 0.59036  -0.805
C 1.20653 0.71104 -0.40578  -0.638
N -0.20097 -1.11028 0.48605  0.398
N 0.94581 2.15484 -0.57202  -0.396
O -1.08698 0.68190 -0.78355  -0.468
O 0.89780 -1.55160 1.15773  -0.415
H -2.14325 -1.33315 1.34018  0.408
H -1.50987 -2.79089 0.92026  0.331
H -2.05860 -1.44018 -0.34690  0.239
H 1.93954 0.44226 0.39060  0.411
H 1.86241 0.35615 -1.29375  0.349
H 0.04246 2.36605 -1.09634  0.375
H 1.71209 2.70375 -1.05019  0.414
H 0.93647 2.74790 0.37016  0.430
H -1.94919 0.32091 -0.87302  0.387
H 0.93213 -2.52978 1.31964  0.422

***

Tell me which of them is the least stable. Sure, it is model c.

***

Model a:
Density functional theory data (ωB97M-V with the def2-TZVPD basis set) for C3H4N2O3 in the gas phase.

The value obtained for the gap between HOMO and LUMO is 9.7 eV. The SMILES is COn1oncc1=O.

Last column: Mulliken charge in e.
Positions of all 12 atoms, in Å:
C -1.62185 -0.40814 0.47830  -0.592
C 1.84186 0.53166 -0.00532  -0.397
C 0.51999 0.88837 -0.45931  0.715
H -1.11351 -0.95237 1.31006  0.225
H -1.46585 0.76939 0.32433  0.278
H -2.70774 -0.43625 0.50521  0.327
H 2.55288 1.05178 0.69631  0.353
N 0.13154 -0.39634 -0.92220  0.388
N 2.08124 -0.78746 0.01984  -0.220
O -1.10331 -0.83437 -0.82652  -0.334
O 1.00085 -1.38859 -0.55854  -0.119
O -0.11610 1.96231 -0.56215  -0.625

***

Model b:
Density functional theory data (ωB97M-V with the def2-TZVPD basis set) for C3H4N2O3 in the gas phase.

The value obtained for the gap between HOMO and LUMO is 9.0 eV. The SMILES is Nc1cc(=O)n(O)o1.

Last column: Mulliken charge in e.
Positions of all 12 atoms, in Å:
C 0.83515 -0.10279 -0.07882  0.513
C 0.10084 1.08302 -0.05997  -0.504
C -1.30951 0.82317 -0.10119  0.460
H 2.66172 -1.08053 -0.05033  0.296
H 2.89227 0.78384 -0.36575  0.309
H 0.75725 1.95516 -0.13265  0.228
H -2.31833 -1.34992 1.01155  0.357
N 2.15802 -0.10969 0.01776  -0.502
N -1.22334 -0.64294 -0.60518  0.098
O -2.34452 1.32170 0.17637  -0.506
O -2.29559 -1.44147 -0.10602  -0.361
O 0.08603 -1.23955 0.29425  -0.388

***

Tell me which of them is the least stable. Sure, it is model a.

***

Model a:
Density functional theory data (ωB97M-V with the def2-TZVPD basis set) for C19H23N3O3 in the gas phase.

The value obtained for the gap between HOMO and LUMO is 9.0 eV. The SMILES is CC(C)(C)c1ccc(OCC(=O)NNC(=O)Nc2ccccc2)cc1.

Last column: Mulliken charge in e.
Positions of all 48 atoms, in Å:
C 5.04498 -0.79410 -0.61514  -2.119
H 6.06230 -1.17870 -0.64452  0.431
H 5.04126 0.18054 -1.09751  0.434
H 4.76074 -0.67842 0.42808  0.431
C 4.11136 -1.77001 -1.33604  2.047
C 2.66461 -1.30257 -1.33498  0.222
C 1.68962 -2.07952 -1.95055  -0.370
C 0.35674 -1.70879 -1.97319  -1.344
C -0.03629 -0.52710 -1.36445  0.703
C 0.92428 0.26858 -0.75026  -0.917
C 2.25011 -0.11639 -0.73871  -0.101
H 2.95802 0.53102 -0.24881  0.450
H 0.61708 1.19209 -0.28318  0.433
O -1.32721 -0.05422 -1.31599  -0.233
C -2.37326 -0.87637 -1.79124  -0.480
C -3.68604 -0.21438 -1.37022  0.197
O -4.65645 -0.81884 -0.99162  -0.624
N -3.62356 1.14221 -1.47215  -0.121
N -4.52755 1.99037 -0.84826  -0.320
C -4.46043 2.25221 0.52334  0.455
O -5.37686 2.81503 1.07085  -0.652
N -3.26781 1.89558 1.07904  0.061
C -2.83467 2.05963 2.39821  0.533
C -1.60410 1.50309 2.74144  -0.391
C -1.11189 1.64090 4.02474  -0.632
C -1.83937 2.33343 4.97831  -0.463
C -3.06282 2.88450 4.63703  -0.599
C -3.56592 2.75451 3.35517  -0.370
H -4.51895 3.17993 3.08981  0.488
H -3.63577 3.42419 5.37619  0.379
H -1.45416 2.44081 5.98106  0.376
H -0.15698 1.20502 4.27981  0.381
H -1.03690 0.95797 1.99854  0.392
H -2.62402 1.37457 0.49727  -0.028
H -5.47037 1.98190 -1.21912  0.303
H -2.76264 1.57069 -1.79226  0.348
H -2.34006 -0.97074 -2.88585  0.378
H -2.33789 -1.87634 -1.34481  0.472
H -0.35856 -2.34715 -2.46800  0.411
H 1.96067 -3.00661 -2.43195  0.322
C 4.59299 -1.91017 -2.78686  -1.610
H 4.51323 -0.95593 -3.30343  0.384
H 5.63336 -2.22725 -2.80622  0.445
H 4.00453 -2.64304 -3.33167  0.333
C 4.19746 -3.12826 -0.62557  -1.596
H 5.22956 -3.47060 -0.59669  0.445
H 3.83374 -3.04170 0.39614  0.382
H 3.60386 -3.88159 -1.13578  0.335

***

Model b:
Density functional theory data (ωB97M-V with the def2-TZVPD basis set) for C19H23N3O3 in the gas phase.

The value obtained for the gap between HOMO and LUMO is 8.7 eV. The SMILES is Cc1ccc(OCC(=O)NCCCNC(=O)c2cccnc2)cc1C.

Last column: Mulliken charge in e.
Positions of all 48 atoms, in Å:
C -3.75937 -1.38551 -1.57678  -1.961
C -2.43801 -1.47098 -0.87345  1.546
C -1.25510 -1.40187 -1.59124  -1.298
C -0.01894 -1.55334 -0.98406  -0.323
C 0.03900 -1.78013 0.38326  0.215
C -1.14156 -1.79682 1.12054  -0.598
C -2.37545 -1.65288 0.51311  1.037
C -3.62464 -1.71561 1.33682  -1.829
H -3.39142 -1.98997 2.36178  0.396
H -4.32154 -2.44543 0.92817  0.385
H -4.11745 -0.74348 1.34714  0.317
H -1.06815 -1.95042 2.18575  0.408
O 1.19118 -2.01710 1.08077  -0.523
C 2.29249 -2.52659 0.36985  -0.780
C 3.24285 -1.49176 -0.23618  0.733
O 4.02684 -1.80517 -1.11274  -0.709
N 3.18527 -0.27475 0.32446  0.034
H 2.45458 -0.06204 0.99864  0.238
C 4.15571 0.74086 -0.00053  -0.972
H 4.63838 1.08251 0.92173  0.364
H 4.90270 0.25370 -0.63402  0.445
C 3.57512 1.94556 -0.74328  -0.524
H 4.40877 2.57348 -1.05924  0.377
H 3.05720 1.60005 -1.63968  0.308
C 2.60997 2.77610 0.11980  -0.839
N 1.21882 2.50998 -0.16528  -0.083
C 0.45390 1.68469 0.58392  0.232
O 0.89829 1.06011 1.53042  -0.776
C -0.98444 1.67017 0.20062  0.901
C -1.43835 1.83533 -1.10445  -0.479
C -2.80131 1.90027 -1.33409  -0.587
C -3.65793 1.78870 -0.24949  -0.536
N -3.23972 1.58536 0.98836  -0.627
C -1.94092 1.51880 1.20401  -0.207
H -1.62738 1.35267 2.22524  0.496
H -4.73117 1.85693 -0.37491  0.427
H -3.19066 2.03016 -2.33167  0.432
H -0.74770 1.89106 -1.93473  0.448
H 0.80750 2.98846 -0.94954  0.217
H 2.76728 2.54946 1.17748  0.366
H 2.78431 3.84342 -0.03861  0.490
H 2.88318 -3.08822 1.10404  0.369
H 1.98054 -3.22351 -0.41738  0.415
H 0.88182 -1.50450 -1.57789  0.504
H -1.29449 -1.24349 -2.66039  0.354
H -4.26029 -2.35393 -1.55292  0.460
H -4.41355 -0.66223 -1.09404  0.377
H -3.62391 -1.09840 -2.61679  0.361

***

Tell me which of them is the least stable. Sure, it is model a.